[1]
DFT (ωB97M-V with the def2-TZVPD basis set) results for C5H7NS2 as an isolated structure.

Geometry as XYZ:
```
15
Properties=species:S:1:pos:R:3:forces:R:3:lowdin_charge:R:1
C -0.440 2.404 -1.785 -0.2 0.0 1.3 -0.359
C 0.894 2.645 -1.737 -1.3 -2.5 -0.2 -0.425
C -0.100 -1.865 0.685 -2.0 -1.5 0.9 -0.295
C 0.365 -0.686 0.414 0.6 2.9 -1.3 -0.188
C -0.503 -2.195 2.137 0.1 2.6 0.6 -0.119
N -0.921 1.124 -1.910 -0.3 -0.2 -0.4 -0.427
S 1.843 1.108 -1.868 0.3 1.2 -0.4 0.595
S 0.141 0.002 -1.753 0.8 -1.7 2.2 0.692
H -1.301 3.000 -1.482 0.8 1.0 -0.6 0.110
H 1.435 3.502 -1.508 0.6 1.4 0.2 0.028
H -0.404 -2.586 -0.089 0.1 0.4 0.2 0.090
H 0.674 0.068 1.228 -0.5 -1.0 -1.5 0.089
H -1.507 -1.753 2.521 1.3 -1.1 -1.3 0.106
H -0.373 -3.209 2.426 -0.1 -0.9 0.2 0.041
H 0.197 -1.559 2.722 -0.2 -0.7 0.1 0.062
```
Positions in Å, forces in eV/Å.

Summary:
Total energy: -28454.63221 eV
Spin multiplicity: 1
ΔE to the lowest compared entry with this formula, charge and spin: 408.6 kJ/mol
Gap between HOMO and LUMO (alpha / beta): 7.6 / 7.6 eV
Highest occupied orbital energy (alpha / beta): -7.416 / -7.415 eV

[2]
DFT (ωB97M-V with the def2-TZVPD basis set) results for C19H34N6O7Yb as an isolated structure.

Geometry as XYZ:
```
67
Properties=species:S:1:pos:R:3:forces:R:3:lowdin_charge:R:1
O -3.015 2.532 -2.606 0.6 0.4 -0.7 -0.092
H -2.454 3.109 -3.184 -0.1 -0.3 1.0 0.141
Yb -2.140 1.390 -0.307 2.9 -0.1 -0.3 1.722
N -1.287 3.591 -0.154 0.2 0.0 -1.0 -0.290
N -0.227 2.101 -1.801 0.7 1.5 -0.4 -0.194
N -3.293 -0.601 0.518 0.4 -2.7 -0.3 -0.215
N -1.454 -0.908 -1.159 -0.1 -2.6 0.1 -0.091
O -1.607 4.115 0.946 -1.0 0.3 1.1 -0.146
O -4.308 -0.341 1.281 -0.5 1.2 0.1 -0.204
O -0.324 -1.101 -1.941 -0.2 1.1 -0.1 -0.111
O 0.438 1.280 -2.568 -0.4 -0.9 -0.4 -0.197
C 0.148 3.414 -1.943 -0.8 -1.9 0.2 -0.301
C -0.478 4.278 -1.021 -1.3 -0.5 0.2 -0.282
C -2.981 -1.899 0.296 -1.0 2.8 0.8 -0.279
C -1.908 -2.069 -0.644 1.0 2.8 -0.9 -0.260
C -0.286 5.750 -0.942 0.3 0.4 0.3 -0.024
H -1.104 6.315 -1.424 0.2 -0.3 0.2 0.096
H 0.643 6.058 -1.436 -0.2 -0.1 0.2 0.073
H -0.236 6.066 0.105 -0.1 0.0 -0.2 0.085
C 1.161 3.822 -2.954 0.2 0.0 -0.1 -0.022
H 0.804 3.596 -3.973 0.2 -0.1 0.3 0.089
H 2.100 3.273 -2.784 -0.3 0.1 -0.2 0.099
H 1.367 4.897 -2.895 -0.1 -0.4 0.0 0.071
C -3.657 -3.049 0.954 -0.2 -0.2 0.0 -0.020
C -1.346 -3.421 -0.928 0.4 0.2 -0.3 -0.001
H -4.579 -2.755 1.466 0.3 0.1 -0.2 0.081
H -2.991 -3.512 1.697 -0.1 0.1 -0.1 0.097
H -3.895 -3.817 0.207 0.0 0.1 0.2 0.087
H -0.510 -3.313 -1.616 -0.1 -0.2 0.1 0.078
H -2.100 -4.081 -1.373 0.1 0.2 0.1 0.099
H -0.998 -3.909 -0.010 -0.1 0.2 -0.1 0.099
H -4.567 1.140 0.577 0.0 -0.8 0.6 0.037
H -0.021 -0.131 -2.185 0.1 -0.6 -0.2 0.022
C -3.380 1.110 -3.857 0.1 0.6 1.0 0.305
H -4.254 1.537 -4.333 0.1 -0.3 -0.1 0.085
H -3.463 0.413 -3.042 -0.4 -0.5 -0.2 0.053
H -2.404 1.097 -4.322 0.0 0.2 -0.2 0.085
O -4.291 1.905 -0.037 -0.8 0.3 -0.5 -0.166
H -3.492 3.144 -1.988 -0.1 -0.2 -0.6 0.123
H -5.099 2.165 -0.505 0.2 0.1 0.3 0.096
C 5.199 -2.640 -0.114 0.0 0.0 -0.5 -0.074
C 4.957 -2.296 1.334 0.1 0.4 0.3 -0.202
N 3.578 -1.937 1.679 -0.4 0.3 -0.4 -0.059
C 2.746 -3.047 2.172 0.2 0.1 -0.1 -0.212
C 3.191 -3.523 3.543 -0.1 -0.1 0.2 -0.076
C 3.072 -0.780 1.133 1.0 -0.5 -0.3 -0.392
O 3.697 -0.113 0.308 -0.8 -0.3 1.0 0.079
C 1.726 -0.345 1.639 -0.3 0.9 -0.3 -0.084
C 1.345 -0.372 2.993 0.0 -0.2 -0.6 0.017
C 0.070 0.054 3.336 -0.5 0.4 -0.4 -0.008
C -0.761 0.565 2.327 0.7 -0.4 0.9 -0.122
N -0.347 0.682 1.071 -0.5 0.3 -0.3 -0.060
C 0.877 0.267 0.710 0.0 -0.3 0.4 -0.024
H 4.512 -3.411 -0.468 0.0 0.0 0.0 0.076
H 6.219 -3.010 -0.241 -0.1 0.0 0.0 0.081
H 5.085 -1.750 -0.733 0.0 -0.2 0.0 0.069
H 5.215 -3.136 1.979 0.2 0.1 0.0 0.104
H 5.592 -1.443 1.595 -0.1 -0.2 0.1 0.132
H 1.702 -2.733 2.202 0.1 -0.1 -0.1 0.105
H 2.820 -3.878 1.451 -0.1 0.2 0.1 0.127
H 3.245 -2.690 4.252 0.0 -0.1 -0.1 0.074
H 2.466 -4.246 3.929 0.2 0.0 0.0 0.082
H 4.172 -4.004 3.496 -0.2 0.1 0.1 0.071
H 2.053 -0.746 3.736 -0.3 0.1 -0.2 0.126
H -0.305 0.014 4.352 0.1 0.0 -0.1 0.117
H -1.779 0.898 2.542 0.2 -0.1 0.1 0.113
H 1.143 0.424 -0.339 0.2 -0.2 0.4 0.115
```
Positions in Å, forces in eV/Å.

Summary:
Charge: +1
Total energy: -75043.88115 eV
Spin multiplicity: 2
Gap between HOMO and LUMO (alpha / beta): 3.5 / 3.3 eV
Expectation value of S²: 1.135
Highest occupied orbital energy (alpha / beta): -9.210 / -9.158 eV

[3]
DFT (ωB97M-V with the def2-TZVPD basis set) results for C32H27N3O2PSTl as an isolated structure.

Geometry as XYZ:
```
67
Properties=species:S:1:pos:R:3:forces:R:3:lowdin_charge:R:1
Tl -0.842 2.372 1.866 -0.5 0.2 -1.2 0.643
C -3.870 -0.810 -1.064 0.1 1.5 0.6 -0.071
C -2.784 0.135 -0.520 -0.1 0.2 0.8 -0.246
N -3.043 0.923 0.480 3.7 0.2 -2.0 -0.026
N -4.113 0.771 1.165 -3.9 -0.7 2.7 0.003
C -4.152 1.507 2.287 2.0 0.5 -1.7 -0.486
O -3.351 2.472 2.537 -1.0 -0.6 0.6 -0.264
C -5.040 0.959 3.329 -0.8 1.1 0.7 -0.155
C -4.885 1.388 4.650 1.3 0.6 0.7 -0.042
C -5.499 0.782 5.719 -0.8 -1.2 0.3 -0.120
C -6.449 -0.217 5.481 -0.3 -0.7 0.8 -0.140
C -6.745 -0.546 4.167 -0.2 0.2 -0.8 -0.118
C -6.066 0.069 3.098 -0.9 -1.4 -0.5 -0.046
C -1.382 0.227 -1.082 -1.1 -3.2 -0.9 -0.327
C -1.205 -0.754 -2.136 -0.9 2.0 1.5 -0.120
C -0.437 -0.636 -3.332 3.3 -0.5 -0.2 -0.147
C 0.928 -0.441 -3.485 -0.5 -0.4 -1.1 -0.086
C 0.487 1.703 -1.223 0.0 -0.7 0.5 -0.431
N -0.580 1.052 -0.492 -0.5 1.6 0.6 -0.036
H -4.803 -0.348 -0.664 0.4 -0.9 -0.2 0.053
H -3.660 -1.794 -0.655 -0.4 -0.3 0.0 0.064
H -3.898 -0.841 -2.156 0.2 0.0 0.3 0.054
H -4.156 2.157 4.919 0.0 -0.2 -0.6 0.113
H -5.203 0.925 6.759 0.0 0.5 -0.3 0.091
H -6.905 -0.778 6.341 0.4 0.7 -1.0 0.097
H -7.508 -1.288 3.889 0.3 0.3 0.4 0.090
H -6.332 -0.246 2.063 0.5 0.4 0.9 0.115
H -1.719 -1.702 -1.932 -0.5 0.6 -0.8 0.071
H -0.927 -0.851 -4.289 0.1 -0.8 0.2 0.071
H 1.424 -0.816 -4.423 -1.0 0.7 0.2 0.085
H 0.849 2.416 -0.495 -0.3 1.4 0.1 0.069
O 2.586 1.220 1.335 -0.1 0.2 0.7 -0.363
P 2.649 0.373 0.120 -2.1 1.3 -4.6 0.722
C 1.994 -1.279 0.465 -0.3 1.1 0.5 -0.257
C 2.120 -2.434 -0.306 0.2 -0.4 0.1 -0.077
C 1.748 -3.646 0.240 -0.8 0.5 1.5 -0.077
C 1.183 -3.640 1.543 0.5 -0.6 -1.3 -0.092
C 0.961 -2.468 2.217 -0.6 -0.7 1.5 -0.191
C 1.281 -1.275 1.629 -0.2 -1.2 0.2 -0.270
C 1.693 0.881 -1.366 2.4 -0.8 1.2 -0.225
C 1.996 0.337 -2.719 0.7 -1.1 0.1 -0.373
C 2.448 1.388 -3.694 1.0 1.3 -0.7 -0.089
C 1.869 2.590 -3.932 1.3 -1.5 0.6 -0.156
C 0.606 3.002 -3.428 -1.6 1.3 0.4 -0.126
C -0.108 2.415 -2.420 0.8 0.5 -0.4 -0.004
C 4.359 0.069 -0.456 0.7 -1.2 0.6 -0.258
C 5.028 -1.170 -0.332 0.3 0.0 -0.9 -0.073
C 6.211 -1.415 -1.070 -0.4 0.9 1.1 -0.094
C 6.900 -0.317 -1.573 -1.1 0.1 0.0 -0.128
C 6.381 0.975 -1.437 0.5 0.1 0.0 -0.103
C 5.078 1.140 -0.968 -0.2 1.3 0.0 -0.092
H 2.487 -2.411 -1.328 0.3 0.3 0.2 0.114
H 1.905 -4.572 -0.270 -0.1 -0.4 -0.4 0.083
H 0.807 -4.548 1.986 0.2 -0.3 0.1 0.086
H 0.536 -2.525 3.234 0.1 0.2 -0.8 0.077
H 0.970 -0.099 2.147 0.7 -0.3 -0.1 -0.128
H 2.930 -0.258 -2.649 -0.5 -0.4 0.1 0.106
H 3.428 1.225 -4.232 -1.0 0.0 0.6 0.105
H 2.436 3.229 -4.575 0.0 0.6 -0.5 0.067
H 0.238 3.955 -3.923 -0.3 -1.5 0.2 0.097
H -1.208 2.481 -2.334 0.7 0.8 0.1 0.120
H 4.668 -1.967 0.309 -0.5 0.0 -0.3 0.097
H 6.651 -2.405 -1.111 -0.1 0.0 0.0 0.088
H 7.785 -0.466 -2.134 1.0 -0.1 -0.3 0.073
H 7.065 1.820 -1.664 -0.9 -0.5 -0.1 0.101
H 4.568 2.139 -0.936 0.6 -1.0 -0.2 0.128
S -0.381 -0.134 2.831 -0.1 0.2 0.3 0.357
```
Positions in Å, forces in eV/Å.

Summary:
Charge: -2
Total energy: -66995.57325 eV
Spin multiplicity: 1
ΔE to the lowest compared entry with this formula, charge and spin: 826.2 kJ/mol
Gap between HOMO and LUMO (alpha / beta): 3.6 / 3.6 eV
Highest occupied orbital energy (alpha / beta): 0.077 / 0.076 eV

[4]
DFT (ωB97M-V with the def2-TZVPD basis set) results for a 3-piece molecular cluster, C3H14NO2 overall.

Geometry as XYZ:
```
20
Properties=species:S:1:pos:R:3:forces:R:3:lowdin_charge:R:1
C -0.403 -0.890 -1.834 -0.2 2.2 -0.4 -0.064
C -1.020 -0.150 -0.637 -1.4 -1.2 0.8 -0.218
N 0.069 0.417 0.194 1.6 1.3 -0.5 -0.062
C -0.430 1.385 1.198 0.1 -0.6 2.1 -0.013
H 0.003 -0.121 -2.567 -0.5 -0.9 0.8 0.109
H -1.231 -1.366 -2.312 -0.2 -0.7 -0.6 0.075
H 0.414 -1.547 -1.602 0.1 -0.6 0.3 0.078
H -1.632 -0.830 0.117 1.2 1.3 -1.9 0.147
H -1.705 0.700 -0.987 1.2 -1.2 0.6 0.150
H 0.623 -0.261 0.721 -0.3 -0.6 -0.5 0.174
H 0.793 0.891 -0.406 -0.6 -0.3 0.5 0.149
H -0.463 0.745 2.204 -0.6 1.8 -2.1 0.155
H 0.314 2.217 1.367 -1.0 -0.9 -0.4 0.098
H -1.406 1.713 0.768 0.8 0.1 1.2 0.104
H 2.599 2.654 -0.918 0.3 -0.6 0.0 0.070
H 2.303 2.862 0.506 0.5 -1.0 -0.2 0.067
O 2.558 2.124 -0.100 -0.9 1.6 0.0 -0.061
H -1.572 -2.720 1.687 -0.4 -0.1 0.6 0.036
H -1.454 -3.328 0.311 0.1 -0.2 0.1 0.054
O -0.927 -2.949 1.024 0.2 0.2 -0.6 -0.048
```
Positions in Å, forces in eV/Å.

Summary:
Charge: +1
Total energy: -8916.28282 eV
Spin multiplicity: 1
ΔE to the lowest compared entry with this formula, charge and spin: 145.0 kJ/mol
Gap between HOMO and LUMO: 12.1 eV
Highest occupied orbital energy: -15.217 eV

[5]
DFT (ωB97M-V with the def2-TZVPD basis set) results for a 2-piece molecular cluster, C4H10O2 overall.

Geometry as XYZ:
```
16
Properties=species:S:1:pos:R:3:forces:R:3:lowdin_charge:R:1
C -1.085 -0.360 -1.239 -0.5 0.4 0.0 -0.095
C -1.038 -0.375 0.262 -0.8 -0.5 -0.3 -0.112
C 0.081 -0.299 0.951 1.1 -0.1 -0.2 -0.402
C 0.350 -0.550 2.393 -0.3 0.0 0.7 -0.038
O 1.232 -0.079 0.209 0.0 0.2 -0.1 0.014
H -1.066 0.662 -1.623 0.6 0.0 0.0 0.054
H -2.035 -0.694 -1.647 -0.3 -0.5 0.4 0.067
H -0.314 -1.000 -1.654 0.3 0.4 -0.2 0.083
H -1.958 -0.591 0.770 -0.2 0.0 0.4 0.098
H 1.262 -1.146 2.498 -0.1 -0.1 -0.1 0.086
H -0.453 -1.057 2.934 0.0 -0.1 -0.4 0.086
H 0.511 0.358 2.966 0.2 0.4 -0.1 0.079
H 1.988 0.124 0.768 -0.2 -0.1 0.1 0.098
O 1.143 1.522 -2.757 -0.6 0.3 -0.1 -0.070
H 0.188 1.553 -2.944 0.6 -0.1 -0.1 0.025
H 1.193 1.934 -1.887 0.2 -0.2 0.1 0.028
```
Positions in Å, forces in eV/Å.

Summary:
Total energy: -8404.32521 eV
Spin multiplicity: 1
ΔE to the lowest compared entry with this formula, charge and spin: 117.9 kJ/mol
Gap between HOMO and LUMO: 9.4 eV
SMILES: C/C=C(/C)O.O
Highest occupied orbital energy: -8.611 eV

[6]
DFT (ωB97M-V with the def2-TZVPD basis set) results for C38H37BaBrN10O2Si as an isolated structure.

Geometry as XYZ:
```
90
Properties=species:S:1:pos:R:3:forces:R:3:lowdin_charge:R:1
Ba -0.312 -1.176 0.039 0.6 1.1 -2.1 1.889
N 4.288 2.108 -0.816 0.1 -0.1 0.2 0.129
C 3.388 1.887 0.175 0.4 -0.1 -0.2 -0.156
N 2.129 2.064 0.078 -0.3 0.0 0.3 0.146
C 1.605 2.492 -1.130 -0.6 -0.2 0.5 -0.299
N 0.343 2.480 -1.352 1.1 1.6 -1.7 0.079
N -0.595 1.848 -0.732 -1.1 -1.7 1.4 -0.011
C -1.660 2.388 -0.280 0.9 0.8 -0.3 -0.091
C -2.808 1.601 0.124 -0.8 -0.1 0.3 -0.268
C -4.036 2.249 0.317 0.4 -0.1 -0.1 -0.014
C -5.153 1.506 0.640 0.1 -0.2 0.1 -0.054
C -5.012 0.136 0.811 0.0 0.1 -0.1 -0.045
C -3.753 -0.418 0.627 -0.4 -0.1 0.1 -0.135
N -2.686 0.279 0.280 0.1 0.3 0.0 -0.008
C 2.516 2.974 -2.164 0.4 0.1 0.0 -0.094
C 2.088 3.640 -3.310 0.2 0.0 -0.1 -0.003
C 3.005 4.061 -4.250 -0.2 0.1 0.0 -0.073
C 4.360 3.813 -4.072 0.1 0.0 0.4 -0.079
C 4.803 3.144 -2.947 0.0 0.2 0.0 -0.019
C 3.887 2.738 -1.985 -0.5 0.2 -0.3 -0.189
H 5.267 1.891 -0.701 -0.2 0.0 0.2 0.157
H 3.788 1.532 1.117 0.2 -0.1 0.1 0.135
H -1.772 3.474 -0.224 0.0 0.0 -0.2 0.127
H -4.102 3.320 0.189 0.0 0.1 0.0 0.111
H -6.112 1.985 0.759 -0.1 0.0 0.0 0.110
H -5.856 -0.484 1.070 0.0 -0.1 0.0 0.106
H -3.594 -1.478 0.768 0.0 -0.2 0.0 0.104
H 1.033 3.816 -3.440 -0.1 0.0 0.0 0.115
H 2.667 4.576 -5.135 0.0 0.0 -0.1 0.109
H 5.073 4.141 -4.811 0.1 0.0 -0.1 0.110
H 5.851 2.932 -2.810 0.2 0.0 0.0 0.116
C 0.651 1.577 2.826 -0.1 -0.1 0.0 -0.036
C 0.400 0.176 3.289 0.3 0.4 0.8 -0.352
C 0.563 -0.138 4.625 0.0 0.0 0.0 -0.058
C 0.274 -1.439 5.031 0.0 0.1 0.0 -0.067
C -0.160 -2.348 4.108 0.1 0.0 0.1 -0.040
C -0.268 -1.977 2.743 -0.1 -0.4 1.2 -0.564
N 0.025 -0.713 2.380 0.3 0.9 1.8 -0.133
N -0.641 -2.806 1.773 -0.5 -1.6 0.5 -0.340
Si -1.303 -4.357 2.045 -0.3 -0.9 0.0 0.404
C -2.837 -4.262 3.199 0.6 0.0 -0.4 -0.166
C -1.821 -5.048 0.351 0.2 0.3 0.7 -0.173
C -0.069 -5.626 2.781 -0.4 0.6 -0.2 -0.170
H 1.710 1.811 2.899 0.1 0.1 -0.1 0.074
H 0.109 2.277 3.458 0.0 0.1 0.1 0.085
H 0.341 1.701 1.795 0.0 0.1 0.0 0.029
H 0.891 0.613 5.327 0.0 0.1 0.0 0.104
H 0.380 -1.719 6.071 0.0 0.0 0.0 0.108
H -0.416 -3.351 4.397 0.0 -0.2 0.1 0.074
H -3.178 -3.232 3.285 0.0 0.2 0.0 0.017
H -2.603 -4.606 4.203 0.0 -0.1 0.2 0.019
H -3.670 -4.855 2.834 -0.1 -0.2 -0.1 0.018
H -2.572 -4.431 -0.132 -0.2 0.2 -0.1 0.018
H -2.237 -6.043 0.466 -0.1 -0.2 0.0 0.023
H -0.971 -5.130 -0.321 0.2 0.0 -0.1 0.023
H 0.320 -5.301 3.741 0.1 0.0 0.2 0.010
H 0.780 -5.773 2.120 0.1 0.0 -0.2 0.017
H -0.543 -6.591 2.929 -0.2 -0.2 0.0 0.023
C 2.825 -2.842 1.199 0.2 -0.4 0.5 -0.058
O 2.548 -1.900 0.189 -0.2 0.3 -0.2 -0.170
C 3.407 -1.814 -0.860 0.2 0.2 -0.5 -0.203
C 4.591 -2.528 -0.986 -0.2 0.1 0.1 -0.053
C 5.379 -2.338 -2.116 0.1 0.0 -0.1 -0.673
Br 7.007 -3.306 -2.277 -0.1 0.0 0.1 0.734
C 5.001 -1.489 -3.129 0.0 -0.1 0.1 -0.069
C 3.796 -0.790 -3.027 -0.1 -0.3 0.5 -0.068
C 3.017 -0.919 -1.877 0.3 -0.2 -0.1 -0.182
O 1.899 -0.187 -1.649 0.2 -0.1 0.1 -0.069
C 3.390 0.040 -4.156 -0.1 0.3 -0.4 -0.272
N 4.226 0.763 -4.857 0.5 -0.2 0.3 0.185
C 3.478 1.331 -5.852 -0.8 -0.3 -0.2 -0.248
C 3.847 2.186 -6.887 0.0 -0.1 0.0 -0.040
C 2.865 2.582 -7.769 0.1 0.2 -0.1 -0.105
C 1.540 2.152 -7.638 -0.2 0.0 0.0 -0.099
C 1.152 1.312 -6.615 -0.2 0.0 0.0 -0.013
C 2.133 0.909 -5.723 0.6 0.4 -0.3 -0.189
N 2.101 0.098 -4.621 0.3 0.0 0.1 0.170
H 3.759 -2.603 1.722 -0.1 0.0 -0.1 0.108
H 2.878 -3.858 0.795 0.0 0.1 0.0 0.110
H 1.992 -2.784 1.896 0.1 0.0 0.0 0.072
H 4.901 -3.234 -0.232 0.0 0.0 0.1 0.100
H 5.600 -1.350 -4.013 0.1 0.0 -0.1 0.111
H 1.593 0.218 -2.474 -0.2 0.0 0.0 0.071
H 4.868 2.515 -6.995 0.1 0.0 0.0 0.108
H 3.115 3.241 -8.588 0.0 0.0 -0.1 0.097
H 0.808 2.484 -8.362 0.0 0.0 0.0 0.098
H 0.135 0.971 -6.511 -0.2 0.0 0.0 0.111
H 1.294 -0.471 -4.320 -0.1 -0.2 0.0 0.057
N -0.030 -1.237 -3.475 0.3 0.1 -0.6 -0.086
C -0.591 -1.396 -2.477 -1.0 -0.5 -1.8 -0.488
```
Positions in Å, forces in eV/Å.

Summary:
Total energy: -137619.73634 eV
Spin multiplicity: 1
ΔE to the lowest compared entry with this formula, charge and spin: 165.7 kJ/mol
Gap between HOMO and LUMO: 7.2 eV
Highest occupied orbital energy: -7.526 eV